Entry from the Open Molecules 2025 dataset: a cluster of 2 separate species, C4H5NO in total (wB97M-V/def2-TZVPD).

The relative energy (zero: lowest compared OMol25 entry of this formula, charge and spin) comes out at 345.5 kJ/mol. The calculation puts the HOMO energy at -0.3569 Eh. The charge is 0. For the LUMO energy, the calculation gives 1.06 eV.

Atoms and positions in Å:
O: -1.89 1.66 0.37
C: -1.08 1.36 1.12
C: -0.71 -0.69 -0.39
N: 0.65 -1.24 -0.41
C: 1.31 0.09 -0.39
C: 0.31 -0.24 0.62
H: -1.51 -1.36 -0.09
H: -1.00 -0.05 -1.25
H: 1.05 0.82 -1.16
H: 2.35 0.05 -0.11
H: 0.53 -0.38 1.68